No. 1
C30H40N5O | ωB97M-V/def2-TZVPD

CARTESIAN COORDINATES (ANGSTROEM)
1 C 3.478 -0.208 4.368
2 N 2.913 0.051 3.066
3 C 3.686 0.105 1.940
4 O 4.909 -0.001 1.900
5 C 2.744 0.328 0.751
6 C 2.939 -0.722 -0.351
7 C 4.253 -0.574 -1.095
8 C 5.059 -1.701 -1.308
9 C 6.326 -1.560 -1.881
10 C 6.764 -0.297 -2.303
11 C 5.925 0.815 -2.166
12 C 4.661 0.676 -1.578
13 N 1.429 0.306 1.389
14 C 0.285 0.445 0.685
15 C -0.981 0.433 1.257
16 C -2.166 0.835 0.646
17 C -3.435 0.757 1.329
18 C -4.549 1.454 0.801
19 C -5.770 1.442 1.451
20 C -5.912 0.790 2.682
21 C -7.127 0.907 3.428
22 N -8.127 1.022 4.027
23 C -4.839 0.054 3.192
24 C -3.640 -0.029 2.495
25 C 1.479 0.044 2.840
26 C 0.889 -1.342 3.154
27 C 0.843 1.163 3.680
28 H 4.565 -0.208 4.287
29 H 3.160 0.561 5.078
30 H 3.146 -1.177 4.758
31 H 2.938 1.339 0.346
32 H 2.914 -1.720 0.124
33 H 2.092 -0.678 -1.058
34 H 4.706 -2.682 -0.979
35 H 6.971 -2.433 -2.007
36 H 7.760 -0.176 -2.734
37 H 6.245 1.798 -2.519
38 H 4.003 1.541 -1.462
39 H 0.399 0.572 -0.396
40 H -1.072 0.119 2.295
41 H -2.135 1.404 -0.286
42 H -4.428 2.023 -0.124
43 H -6.626 1.952 1.015
44 H -4.956 -0.465 4.142
45 H -2.867 -0.712 2.852
46 H 1.505 -2.109 2.661
47 H 0.893 -1.498 4.241
48 H -0.136 -1.441 2.787
49 H 1.497 2.043 3.646
50 H -0.139 1.456 3.306
51 H 0.737 0.816 4.716
52 C 0.626 1.588 -2.630
53 N 0.061 0.344 -3.136
54 C 0.861 -0.166 -4.248
55 C -1.381 0.380 -3.393
56 C -2.261 -0.707 -2.766
57 C -3.717 -0.542 -3.234
58 C -4.581 -1.134 -2.108
59 C -3.603 -1.479 -0.975
60 N -2.366 -0.740 -1.314
61 H -0.015 1.990 -1.838
62 H 1.623 1.374 -2.214
63 H 0.760 2.373 -3.400
64 H 0.353 -1.013 -4.724
65 H 1.067 0.596 -5.028
66 H 1.837 -0.495 -3.860
67 H -1.779 1.364 -3.090
68 H -1.535 0.259 -4.483
69 H -1.883 -1.689 -3.120
70 H -3.958 0.524 -3.346
71 H -3.865 -1.034 -4.198
72 H -5.302 -0.385 -1.753
73 H -5.156 -2.009 -2.429
74 H -4.011 -1.170 -0.006
75 H -3.424 -2.571 -0.913
76 H -1.558 -1.178 -0.884

As for the total charge: +1. The calculation puts the molar mass at 486.7 Da. The value obtained for the energy above the lowest of the compared OMol25 structures with the same formula, charge and spin is 51.4 kcal per mole. The LUMO energy is -4.84 eV.

Taken from the Mulliken analysis, the atomic charges in e are: number 1, C, carries -0.9503; number 2, N, carries 0.2672; number 3, C, carries 0.2658; number 4, O, carries -0.6666; number 5, C, carries 0.0963; number 6, C, carries -0.4856; number 7, C, carries 0.7221; number 8, C, carries -0.4216; number 9, C, carries -0.6331; number 10, C, carries -0.4404; number 11, C, carries -0.8124; number 12, C, carries -0.1066; number 13, N, carries 0.4682; number 14, C, carries 1.0507; number 15, C, carries 0.1578; number 16, C, carries -0.5978; number 17, C, carries 0.0100; number 18, C, carries -0.0304; number 19, C, carries -0.9865; number 20, C, carries 0.6732; number 21, C, carries -0.1960; number 22, N, carries -0.4458; number 23, C, carries -0.9869; number 24, C, carries -0.0441; number 25, C, carries -0.0319; number 26, C, carries -1.4443; number 27, C, carries -1.5105; number 28, H, carries 0.3837; number 29, H, carries 0.2861; number 30, H, carries 0.3231; number 31, H, carries 0.2464; number 32, H, carries 0.3785; number 33, H, carries 0.2048; number 34, H, carries 0.3690; number 35, H, carries 0.3851; number 36, H, carries 0.3861; number 37, H, carries 0.3741; number 38, H, carries 0.2382; number 39, H, carries -0.1287; number 40, H, carries -0.1299; number 41, H, carries 0.2516; number 42, H, carries 0.4826; number 43, H, carries 0.4851; number 44, H, carries 0.4583; number 45, H, carries 0.5697; number 46, H, carries 0.3403; number 47, H, carries 0.4924; number 48, H, carries 0.3376; number 49, H, carries 0.4067; number 50, H, carries 0.3365; number 51, H, carries 0.4477; number 52, C, carries -1.1933; number 53, N, carries 0.7017; number 54, C, carries -1.0697; number 55, C, carries -1.6794; number 56, C, carries 0.3994; number 57, C, carries -0.8467; number 58, C, carries -0.5802; number 59, C, carries -0.4536; number 60, N, carries -0.0298; number 61, H, carries 0.3790; number 62, H, carries 0.1544; number 63, H, carries 0.4106; number 64, H, carries 0.3559; number 65, H, carries 0.3946; number 66, H, carries 0.2090; number 67, H, carries 0.4725; number 68, H, carries 0.3161; number 69, H, carries 0.1953; number 70, H, carries 0.3485; number 71, H, carries 0.4137; number 72, H, carries 0.2108; number 73, H, carries 0.3212; number 74, H, carries 0.1236; number 75, H, carries 0.4045; number 76, H, carries 0.1964

=====

No. 2
C4H14O3 | ωB97M-V/def2-TZVPD

CARTESIAN COORDINATES (ANGSTROEM)
1 C -1.333 1.809 -1.212
2 C -1.178 0.409 -1.755
3 C -1.459 -0.686 -1.046
4 C -1.102 -2.115 -1.400
5 H -1.832 2.451 -1.949
6 H -1.806 2.054 -0.220
7 H -0.426 2.352 -1.153
8 H -0.932 0.380 -2.778
9 H -1.761 -0.631 -0.004
10 H -1.391 -2.885 -0.562
11 H -1.544 -2.486 -2.304
12 H -0.020 -2.029 -1.620
13 H -0.345 -0.219 2.213
14 H -0.106 -0.510 0.828
15 O -0.223 0.267 1.446
16 H 1.868 2.041 2.862
17 H 1.166 1.137 1.826
18 O 2.032 1.602 2.085
19 H 2.857 -1.599 0.028
20 H 2.653 -0.607 1.081
21 O 2.197 -1.363 0.749

As for the total charge: 0. The calculation puts the molar mass at 110.2 Da. The value obtained for the energy above the lowest of the compared OMol25 structures with the same formula, charge and spin is 41.3 kcal per mole. As for the structure (SMILES): C/C=C/C.O.O.O. The LUMO energy is 0.69 eV.

Taken from the Mulliken analysis, the atomic charges in e are: number 1, C, carries -1.3092; number 2, C, carries -0.0778; number 3, C, carries -0.4441; number 4, C, carries -1.0800; number 5, H, carries 0.3972; number 6, H, carries 0.2584; number 7, H, carries 0.3538; number 8, H, carries 0.4271; number 9, H, carries 0.5924; number 10, H, carries 0.2271; number 11, H, carries 0.4085; number 12, H, carries 0.2515; number 13, H, carries 0.3357; number 14, H, carries 0.2892; number 15, O, carries -0.6824; number 16, H, carries 0.2758; number 17, H, carries 0.4543; number 18, O, carries -0.6708; number 19, H, carries 0.3097; number 20, H, carries 0.3056; number 21, O, carries -0.6224

=====

No. 3
C50H45FMgN4O4P | ωB97M-V/def2-TZVPD

CARTESIAN COORDINATES (ANGSTROEM)
1 Mg -0.417 0.443 0.233
2 O 1.284 0.728 1.192
3 N 1.139 1.365 2.277
4 N -0.021 1.849 2.455
5 O -0.988 1.731 1.613
6 C -0.229 2.601 3.614
7 C -1.279 3.511 3.664
8 C -1.444 4.296 4.789
9 C -0.590 4.162 5.871
10 C 0.429 3.222 5.832
11 C 0.618 2.446 4.707
12 H -1.935 3.600 2.811
13 H -2.245 5.020 4.832
14 H -0.714 4.786 6.744
15 H 1.070 3.098 6.694
16 H 1.404 1.714 4.643
17 C -3.633 0.346 1.320
18 C -3.544 -0.420 2.634
19 C -4.387 -1.700 2.527
20 C -2.160 -0.740 3.191
21 C -2.057 -0.533 4.562
22 C -0.944 -0.908 5.284
23 C 0.080 -1.554 4.624
24 C 0.051 -1.767 3.251
25 C 1.217 -2.598 2.727
26 C 2.031 -1.979 1.597
27 C 0.772 -4.016 2.352
28 C -1.052 -1.291 2.499
29 N -1.010 -1.299 1.103
30 C -1.506 -2.332 0.424
31 C -2.087 -3.478 1.023
32 C -2.564 -4.534 0.281
33 C -2.499 -4.531 -1.105
34 C -1.930 -3.431 -1.733
35 C -1.461 -2.385 -0.982
36 F -0.866 -1.336 -1.644
37 H -4.683 0.508 1.073
38 H -3.178 -0.208 0.509
39 H -3.145 1.314 1.397
40 H -4.028 0.207 3.400
41 H -4.110 -2.261 1.639
42 H -5.440 -1.433 2.440
43 H -4.259 -2.330 3.408
44 H -2.887 -0.076 5.084
45 H -0.890 -0.728 6.348
46 H 0.927 -1.912 5.192
47 H 1.899 -2.716 3.579
48 H 1.376 -1.651 0.797
49 H 2.738 -2.711 1.206
50 H 2.588 -1.115 1.949
51 H 0.258 -4.023 1.396
52 H 0.104 -4.421 3.110
53 H 1.639 -4.673 2.279
54 H -2.137 -3.504 2.101
55 H -2.994 -5.385 0.790
56 H -2.873 -5.361 -1.686
57 H -1.846 -3.382 -2.810
58 O 0.282 2.579 -1.026
59 C -0.786 2.290 -1.547
60 N -1.533 1.242 -1.194
61 C -2.635 1.126 -1.971
62 O -3.476 0.250 -1.931
63 C -2.630 2.291 -2.930
64 C -3.525 2.693 -3.896
65 C -3.218 3.841 -4.617
66 C -2.050 4.546 -4.375
67 C -1.154 4.144 -3.390
68 C -1.465 3.013 -2.670
69 H -4.430 2.133 -4.081
70 H -3.899 4.199 -5.378
71 H -1.842 5.426 -4.967
72 H -0.252 4.704 -3.192
73 C 0.858 2.175 -5.573
74 C 0.162 1.037 -5.200
75 C 0.448 0.412 -4.003
76 C 1.447 0.898 -3.160
77 C 2.141 2.039 -3.543
78 C 1.844 2.671 -4.739
79 P 1.697 -0.023 -1.590
80 C 3.361 0.560 -1.088
81 C 4.489 -0.254 -1.062
82 C 5.701 0.237 -0.605
83 C 5.805 1.546 -0.170
84 C 4.680 2.355 -0.164
85 C 3.465 1.863 -0.602
86 C 2.176 -1.612 -2.407
87 C 1.751 -2.827 -1.886
88 C 2.113 -4.020 -2.489
89 C 2.912 -4.017 -3.618
90 C 3.337 -2.809 -4.150
91 C 2.969 -1.619 -3.552
92 H 0.632 2.669 -6.508
93 H -0.605 0.635 -5.848
94 H -0.113 -0.463 -3.711
95 H 2.920 2.438 -2.909
96 H 2.393 3.560 -5.024
97 H 4.427 -1.281 -1.396
98 H 6.568 -0.409 -0.585
99 H 6.754 1.930 0.177
100 H 4.755 3.372 0.194
101 H 2.573 2.471 -0.553
102 H 1.123 -2.851 -1.008
103 H 1.768 -4.955 -2.072
104 H 3.205 -4.948 -4.085
105 H 3.959 -2.798 -5.036
106 H 3.303 -0.679 -3.972

As for the total charge: -1. The calculation puts the molar mass at 840.2 Da. The value obtained for the energy above the lowest of the compared OMol25 structures with the same formula, charge and spin is 6.1 kcal per mole. The LUMO energy is 2.57 eV.

Atom charges from the Mulliken analysis, given in e for atoms 1 to 99: number 1, Mg, carries 2.7786; number 2, O, carries 0.3934; number 3, N, carries -1.7540; number 4, N, carries 1.7202; number 5, O, carries -0.4736; number 6, C, carries 0.2564; number 7, C, carries -0.4281; number 8, C, carries -0.7664; number 9, C, carries -0.3910; number 10, C, carries -0.8425; number 11, C, carries -0.2552; number 12, H, carries 0.4351; number 13, H, carries 0.3789; number 14, H, carries 0.3818; number 15, H, carries 0.3752; number 16, H, carries 0.4644; number 17, C, carries -0.9080; number 18, C, carries 0.2080; number 19, C, carries -1.6743; number 20, C, carries 0.7803; number 21, C, carries -0.3464; number 22, C, carries -1.3515; number 23, C, carries -0.6800; number 24, C, carries 0.9113; number 25, C, carries 0.2173; number 26, C, carries -1.4319; number 27, C, carries -1.5809; number 28, C, carries -1.9297; number 29, N, carries 1.3102; number 30, C, carries -0.1056; number 31, C, carries -0.3330; number 32, C, carries -0.9857; number 33, C, carries -1.1182; number 34, C, carries -1.0839; number 35, C, carries 0.0725; number 36, F, carries 0.5902; number 37, H, carries 0.6329; number 38, H, carries -0.2082; number 39, H, carries -0.0504; number 40, H, carries 0.5703; number 41, H, carries 0.2717; number 42, H, carries 0.4954; number 43, H, carries 0.3351; number 44, H, carries 0.3602; number 45, H, carries 0.3950; number 46, H, carries 0.3549; number 47, H, carries 0.6806; number 48, H, carries -0.4031; number 49, H, carries 0.6796; number 50, H, carries 0.4544; number 51, H, carries 0.1625; number 52, H, carries 0.3283; number 53, H, carries 0.5243; number 54, H, carries 0.7303; number 55, H, carries 0.4154; number 56, H, carries 0.4107; number 57, H, carries 0.5082; number 58, O, carries -0.5907; number 59, C, carries -0.0785; number 60, N, carries 0.7232; number 61, C, carries -0.2724; number 62, O, carries -0.7419; number 63, C, carries -0.0548; number 64, C, carries -0.5979; number 65, C, carries -0.4816; number 66, C, carries -0.7234; number 67, C, carries -0.2166; number 68, C, carries 0.0827; number 69, H, carries 0.5248; number 70, H, carries 0.4219; number 71, H, carries 0.4208; number 72, H, carries 0.5574; number 73, C, carries -0.6375; number 74, C, carries -0.6445; number 75, C, carries -0.1833; number 76, C, carries 0.0802; number 77, C, carries -0.1407; number 78, C, carries -0.7667; number 79, P, carries 2.1345; number 80, C, carries 0.5503; number 81, C, carries -0.9448; number 82, C, carries -0.6690; number 83, C, carries -0.7357; number 84, C, carries -0.9041; number 85, C, carries -0.6019; number 86, C, carries -0.2728; number 87, C, carries -0.4781; number 88, C, carries -1.0398; number 89, C, carries -0.6380; number 90, C, carries -0.8161; number 91, C, carries -0.1865; number 92, H, carries 0.3828; number 93, H, carries 0.4512; number 94, H, carries 0.2111; number 95, H, carries 0.3495; number 96, H, carries 0.4333; number 97, H, carries 0.3505; number 98, H, carries 0.4199; number 99, H, carries 0.3778

=====

Among the records above, which one has the lowest LUMO energy?
C30H40N5O

=====

What is the energy above the lowest of the compared OMol25 structures with the same formula, charge and spin in the second record?
41.3 kcal per mole

=====

Look up the energy above the lowest of the compared OMol25 structures with the same formula, charge and spin of the second one.
41.3 kcal per mole

=====

What is the LUMO energy in the third record?
2.57 eV